This record from the OMol25 dataset describes a cluster of 2 separate species, H3O3P in total in a non-equilibrium geometry. The level of theory is ωB97M-V/def2-TZVPD.

```
7
Properties=species:S:1:pos:R:3:nbo_charge:R:1
O -3.25 1.27 0.08 -1.025
P -3.19 -0.16 -0.19 1.514
O -1.73 -0.75 0.15 -1.004
H -1.15 -0.04 0.08 0.509
O 1.05 -0.31 0.15 -0.940
H 0.69 -1.20 -0.08 0.480
H 1.42 0.04 -0.59 0.466
```

## Properties
2S+1 = 1
Total energy = -15480.707 eV
Energy relative to the best compared isomer or geometry (same formula, charge and spin) = 0.887 eV
LUMO = -0.003 hartree
Molar mass = 81.995 g mol⁻¹
SMILES = O=PO.O
HOMO-LUMO gap = 10.6592 eV
Charge = 0